1.
{
  "formula": "CF3NO2S2Zn",
  "method": "ωB97M-V with the def2-TZVPD basis set",
  "symbols": ["Zn", "N", "S", "S", "O", "O", "C", "F", "F", "F"],
  "coordinates": [[2.39058, -1.08186, -0.90349], [1.34930, 0.31511, -0.24095], [2.28516, 1.52021, 0.64289], [0.17998, -0.49976, 0.42076], [-0.04997, -0.53211, 1.86212], [0.27847, -1.79330, -0.33929], [-1.34118, 0.36495, -0.24260], [-2.42556, -0.28421, 0.15398], [-1.36704, 1.60906, 0.21200], [-1.29975, 0.38191, -1.56541]],
  "total_energy_ev": -84859.505,
  "e_homo_ev": [-10.197, -8.555],
  "orbital_gap_ev": [8.53, 5.95],
  "lumo_ha": [-0.06115, -0.09591]
}

***

2.
{
  "formula": "CF3NOS",
  "method": "ωB97M-V with the def2-TZVPD basis set",
  "symbols": ["C", "N", "O", "F", "F", "F", "S"],
  "coordinates": [[-0.47293, 0.74019, -0.67798], [-0.52255, -0.27556, 1.21392], [0.98449, -1.68504, 2.47239], [-0.14756, 2.04479, -0.41682], [0.50392, 0.08202, -1.32280], [-1.67352, 0.49047, -1.25664], [0.87101, -0.86932, 1.28146]],
  "total_energy_ev": -23558.691,
  "e_homo_ev": -10.992,
  "orbital_gap_ev": 9.96,
  "de_lowest_kj_mol": 226.9,
  "lumo_ha": -0.03805
}

***

3.
{
  "formula": "CF4N2",
  "method": "ωB97M-V with the def2-TZVPD basis set",
  "symbols": ["C", "N", "N", "F", "F", "F", "F"],
  "coordinates": [[0.49417, 0.30453, -0.00386], [-0.06121, -0.92335, -0.26890], [-0.89337, 0.18307, 0.14774], [1.09013, 1.17772, -0.80660], [1.43529, 0.46069, 1.32040], [-0.37319, -1.29066, -1.59598], [-1.55206, 0.10065, 1.31885]],
  "total_energy_ev": -14879.794,
  "smiles": "FN1N(F)C1(F)F",
  "e_homo_ev": -12.536,
  "orbital_gap_ev": 11.79,
  "de_lowest_kj_mol": 133.6,
  "lumo_ha": -0.02740
}

***

4.
{
  "formula": "CF4N2",
  "method": "ωB97M-V with the def2-TZVPD basis set",
  "symbols": ["C", "N", "N", "F", "F", "F", "F"],
  "coordinates": [[-0.48989, 0.50757, 0.13969], [0.85517, 0.40807, 0.18910], [0.07421, 0.06265, -1.01440], [-1.62540, 0.83517, 0.66253], [-0.89500, -2.28543, 1.61140], [1.83754, 1.37221, -0.09346], [0.12805, -1.31556, -1.23629]],
  "total_energy_ev": -14875.313,
  "e_homo_ev": [-12.229, -9.337],
  "orbital_gap_ev": [10.61, 5.13],
  "de_lowest_kj_mol": 566.0,
  "lumo_ha": [-0.05950, -0.15452]
}

***

5.
{
  "formula": "CF5N",
  "method": "ωB97M-V with the def2-TZVPD basis set",
  "symbols": ["C", "N", "F", "F", "F", "F", "F"],
  "coordinates": [[-0.96738, 0.10183, -0.14474], [1.49935, 0.38780, 0.32534], [-1.59266, 0.38266, -1.26149], [-1.03678, -1.17617, 0.08041], [-1.37947, 0.86354, 0.81680], [1.52508, -0.88423, 0.81950], [2.06100, 0.46446, -0.89912]],
  "total_energy_ev": -16108.107,
  "e_homo_ev": [-11.081, -9.892],
  "orbital_gap_ev": [10.71, 9.04],
  "de_lowest_kj_mol": 260.0,
  "lumo_ha": [-0.01371, -0.03140]
}

***

6.
{
  "formula": "CFIO",
  "method": "ωB97M-V with the def2-TZVPD basis set",
  "symbols": ["C", "O", "F", "I"],
  "coordinates": [[-0.74006, -1.03147, -0.76662], [-1.63439, -0.54088, -1.30800], [0.18767, 0.82708, 0.95480], [2.18679, 0.74527, 1.11982]],
  "total_energy_ev": -13901.033,
  "e_homo_ev": -10.584,
  "orbital_gap_ev": 8.54,
  "de_lowest_kj_mol": 130.4,
  "lumo_ha": -0.07499
}